This record from OMol25 describes a structure of composition C34H42BrCl5N10O3Tl in a non-equilibrium geometry. The level of theory is ωB97M-V/def2-TZVPD.

CARTESIAN COORDINATES (ANGSTROEM)
H1 3.149 5.185 1.645
H2 -1.255 0.805 7.630
C1 4.543 -2.980 -0.256
Tl1 1.151 -0.487 1.171
N1 1.528 4.229 -1.185
Br1 -1.760 0.422 1.227
H3 -6.000 -0.165 -4.878
C2 -1.065 -0.956 -1.145
N2 -0.641 4.570 -0.423
C3 -0.528 -2.349 -3.324
H4 0.312 -2.363 -5.319
N3 3.044 1.363 1.843
C4 0.053 -1.920 3.967
H5 -4.252 -0.101 -5.111
C5 0.068 1.692 3.671
C6 2.990 -1.738 1.138
H6 -5.039 2.111 -2.148
H7 -0.190 -2.604 5.972
H8 -5.995 -1.515 -2.102
Cl1 5.256 -3.259 -1.791
H9 -7.025 -0.174 -2.627
H10 -6.037 -0.016 -1.170
C7 -6.060 -0.428 -2.181
C8 3.875 3.441 0.595
H11 3.033 5.608 -0.838
H12 -1.216 -4.187 -2.384
Cl2 3.289 -0.887 -1.397
C9 0.907 -2.544 -2.842
C10 -0.631 1.151 5.732
H13 0.961 -2.924 -1.824
H14 -4.207 2.064 -3.712
H15 -0.092 -0.744 -4.735
C11 0.051 -4.223 4.556
C12 -0.422 -1.784 -4.755
C13 -2.624 -1.055 -2.998
C14 2.253 1.898 -0.419
Cl3 4.906 -4.365 3.473
N4 -0.113 2.740 -1.752
C15 -0.050 -2.896 4.942
H16 2.134 3.552 -1.666
H17 2.629 2.039 2.475
H18 4.273 3.669 -0.396
N5 -1.049 1.511 6.947
C16 3.426 1.976 0.567
Cl4 6.011 -5.058 0.643
Cl5 2.936 -1.974 3.822
C17 -0.013 -0.472 4.316
H19 1.407 -3.251 -3.509
H20 -2.853 -1.454 -3.974
H21 1.450 -1.602 -2.884
H22 -0.668 -4.385 -4.055
C18 -5.037 1.646 -3.137
C19 2.221 5.152 -0.275
H23 -5.011 -1.555 -4.437
C20 0.265 3.845 -1.102
N6 0.274 2.620 2.714
C21 -3.262 0.216 -1.124
C22 -1.210 -3.725 -3.374
H24 -1.602 4.277 -0.409
H25 -2.243 -3.655 -3.720
C23 -3.576 -0.244 -2.395
H26 -1.059 2.410 -1.640
H27 1.564 5.971 0.014
H28 4.242 1.398 0.133
H29 0.406 -3.665 1.240
N7 -0.496 -0.171 5.498
C24 -1.389 -1.410 -2.451
C25 -5.042 -0.464 -4.449
H30 0.002 -5.012 5.294
H31 0.593 2.009 -1.814
H32 1.941 3.942 1.475
H33 -1.195 2.483 7.155
O1 0.052 -1.303 -0.524
N8 0.211 -2.210 2.678
C26 -2.063 -0.158 -0.555
C27 4.391 -3.469 2.101
H34 -3.949 0.835 -0.560
C28 2.765 4.431 0.955
C29 -4.913 0.119 -3.041
C30 0.220 -4.525 3.215
H35 0.302 -5.548 2.873
H36 -1.362 -1.832 -5.305
C31 3.458 -2.441 2.232
C32 3.601 -1.965 -0.089
H37 3.831 0.936 2.318
C33 4.904 -3.765 0.839
H38 0.375 2.319 1.745
O2 1.090 1.613 0.056
N9 -0.411 2.113 4.834
N10 0.371 0.407 3.380
O3 2.453 2.211 -1.593
C34 0.289 -3.484 2.304
H39 -5.969 1.921 -3.635
H40 4.713 3.544 1.288
H41 -0.440 5.510 -0.138
H42 -0.159 3.511 2.893

As for the spin multiplicity: 1. The HOMO energy comes out at -9.864 eV. As for the LUMO energy: -2.9 eV. Its net charge is +1. Its HOMO-LUMO gap is 6.996 eV. As for the molecular weight: 1100.329 g/mol.